89
Properties=species:S:1:pos:R:3 method="wB97M-V/def2-TZVPD" charge=+1 orbital_gap_ev=6.27 molar_mass_g_mol=606.79 fmax_ev_per_a=2.32
C 3.36217 -3.34916 3.61343
N 2.58592 -2.93114 2.45841
C 1.78352 -3.80404 1.78387
O 1.66922 -5.00414 2.01799
C 1.04642 -2.98802 0.70132
C -0.46757 -2.95228 0.89447
C -1.12110 -4.30939 0.75939
C -1.27793 -4.89177 -0.50278
C -1.78713 -6.19003 -0.61092
C -2.14578 -6.89850 0.54276
C -2.02178 -6.30253 1.80747
C -1.51937 -5.00327 1.90865
N 1.65465 -1.66546 0.81079
C 1.29674 -0.66037 -0.02322
C 1.69305 0.66550 0.09714
C 1.41652 1.67941 -0.82234
C 2.10212 2.94945 -0.81479
C 2.08750 3.79550 -1.95903
C 2.87525 4.92337 -2.05767
C 3.76794 5.26522 -1.01329
N 4.48097 6.47361 -1.06808
C 4.06322 7.59046 -0.22697
C 5.89445 6.49907 -1.40883
C 3.81967 4.43178 0.12638
C 2.95292 3.35780 0.25801
C 2.58026 -1.56190 1.94017
C 2.05620 -0.62003 3.02443
C 4.01297 -1.20575 1.53296
H 3.12090 -4.38447 3.86883
H 4.44297 -3.30073 3.42454
H 3.13730 -2.72508 4.48695
H 1.26242 -3.46001 -0.27770
H -0.72352 -2.52234 1.87712
H -0.90297 -2.28280 0.14476
H -1.01388 -4.32054 -1.39648
H -1.88282 -6.64997 -1.59826
H -2.52898 -7.91742 0.45540
H -2.30223 -6.85389 2.71114
H -1.41285 -4.51415 2.88072
H 0.66160 -0.94673 -0.86681
H 2.29227 0.92269 0.96407
H 0.84912 1.41724 -1.71710
H 1.50158 3.48400 -2.82116
H 2.79133 5.57854 -2.92656
H 3.01171 7.45658 0.06421
H 4.69498 7.66285 0.67510
H 4.16923 8.53791 -0.77633
H 6.18397 5.60922 -1.98143
H 6.10304 7.38872 -2.01813
H 6.52398 6.55462 -0.50415
H 4.53176 4.69981 0.91136
H 2.98269 2.77930 1.18218
H 1.12229 -1.03955 3.42278
H 2.80628 -0.55283 3.82154
H 1.86053 0.38028 2.63491
H 4.49158 -2.07914 1.06953
H 4.02064 -0.37043 0.83173
H 4.58712 -0.93403 2.42783
O -3.80599 0.84204 0.87649
C -4.08336 -0.17625 0.25360
C -5.32828 -0.97669 0.28598
C -5.28925 -1.90046 -0.74588
C -6.38936 -2.69867 -1.02569
C -7.50967 -2.58243 -0.19435
C -7.53552 -1.66274 0.86546
C -6.45093 -0.81047 1.08478
C -3.97413 -1.79603 -1.42853
O -3.54534 -2.41105 -2.39677
N -3.26875 -0.82265 -0.69772
C -1.92026 -0.36329 -1.09124
C -1.98570 1.02440 -1.70457
C -1.37757 1.33743 -3.10562
C -1.27864 2.89974 -3.06663
C -1.74984 3.32384 -1.65713
N -1.48058 2.09470 -0.87129
H -6.35574 -3.38410 -1.86838
H -8.38234 -3.20454 -0.36731
H -8.40858 -1.60804 1.51065
H -6.44778 -0.04298 1.85390
H -1.26042 -0.42242 -0.22001
H -1.58764 -1.08292 -1.83392
H -3.06574 1.16658 -1.93615
H -0.40575 0.85469 -3.32015
H -2.07235 1.02571 -3.90583
H -0.25883 3.23092 -3.29092
H -1.95571 3.32325 -3.81206
H -1.27839 4.21832 -1.22877
H -2.84111 3.55103 -1.74375
H -1.94955 2.14206 0.04150